[1]
A molecular structure, C16H39AlF6N10O12P2S2. Source: OMol25; level of theory: wB97M-V/def2-TZVPD.

The geometry in XYZ format:
```
88
Properties=species:S:1:pos:R:3:lowdin_charge:R:1
S 4.5279 2.1447 1.7972 0.519
S 5.3772 2.6451 -0.5247 0.681
P -0.5112 -2.5929 1.0660 0.650
P -1.4168 0.9682 -3.0321 0.607
Al 2.5851 -0.0390 -1.1301 1.074
F 7.5908 1.4594 0.7085 0.127
F 3.3337 -0.1840 2.3288 0.090
F 5.0803 0.0962 3.4337 0.147
F 7.9439 3.3333 -0.2933 0.184
F 3.1954 1.2495 3.9949 0.092
F 7.5784 1.5791 -1.4677 0.123
O 5.2640 4.0544 -0.1620 -0.275
O -0.0084 0.5816 -2.6074 -0.392
O -0.2511 2.6713 1.1802 0.137
O 3.5069 3.1619 1.9454 -0.247
O 1.1400 1.0686 1.1706 0.038
O 4.9838 2.3740 -1.8935 -0.334
O 0.9086 4.4758 -2.0430 0.149
O 1.6060 4.5249 -0.0466 0.221
O 0.6043 -1.8730 0.3416 -0.380
O 2.2194 2.9491 -1.2227 0.058
O 0.6182 2.0177 2.9303 0.137
O 5.8204 2.5771 2.2256 -0.248
N -0.5705 -0.7995 7.6274 0.120
N 0.4151 1.8102 1.7418 -0.596
N -1.0675 -1.9026 2.5315 -0.277
N 4.4567 1.4541 0.4029 -0.305
N -2.3459 1.5608 -1.7610 -0.289
N -0.0247 -4.1700 1.4755 -0.320
N -2.2980 -0.3865 -3.5597 -0.287
N 1.5345 3.9809 -1.1100 -0.564
N -1.6164 2.0744 -4.3199 -0.308
N -1.9461 -2.9395 0.1530 -0.300
C -2.9427 2.2197 -4.9963 -0.078
C -0.8831 -5.0991 2.1459 -0.122
C 0.9248 -4.7657 0.5753 -0.129
C -1.7661 -2.9846 -1.3166 -0.096
C 4.0136 0.7557 2.9935 -0.590
C -0.5429 2.9548 -4.6943 -0.124
C -3.7834 -0.4128 -3.5710 -0.115
C -2.1428 -0.8251 2.5309 -0.052
C -1.6246 -1.4635 -4.3630 -0.098
C 7.2510 2.2305 -0.3394 -0.642
C 1.0932 0.7800 6.3711 -0.080
C -0.0754 -1.6911 3.5358 -0.135
C -3.1824 -3.4182 0.6485 -0.150
C 0.2018 -0.1405 7.0455 -0.282
C -2.3603 3.0102 -1.5077 -0.093
C -2.4820 0.7766 -0.5414 -0.115
H -3.1533 1.2455 0.1780 0.090
H 0.3650 2.5335 -4.2627 0.068
H -4.2378 0.2977 -2.8804 0.075
H -2.7137 -3.0526 -1.8508 0.077
H -1.6782 0.1218 2.2555 0.056
H 0.6707 1.4912 5.6613 0.077
H 1.6226 1.3417 7.1407 0.089
H -1.4996 0.6188 -0.0962 0.061
H -1.5082 3.4694 -1.0064 0.064
H -4.1566 -0.1477 -4.5602 0.059
H -3.5992 -4.2841 0.1341 0.093
H -3.0986 1.3299 -5.6062 0.064
H -2.9574 -0.1658 -0.8134 0.068
H -1.5030 -5.5503 1.3712 0.077
H -1.2786 -2.0454 -1.5781 0.053
H -3.7496 2.2831 -4.2662 0.072
H -4.0652 -1.4544 -3.4169 0.072
H -2.5326 3.5279 -2.4513 0.071
H 1.8363 0.2125 5.8109 0.067
H -2.9663 -3.6570 1.6898 0.057
H 1.7553 -4.1152 0.3009 0.074
H -1.1296 -3.8388 -1.5475 0.071
H -0.5657 -1.5820 -4.1333 0.068
H -1.5502 -4.5486 2.8092 0.072
H -3.9066 -2.6053 0.7018 0.070
H -0.6314 -1.5835 4.4671 0.073
H 0.4433 -4.9926 -0.3759 0.068
H -2.9808 -0.8538 1.8344 0.063
H -1.4689 -1.1563 -5.3972 0.074
H 0.3801 -0.7009 3.5260 0.063
H 1.3527 -5.7017 0.9342 0.086
H 0.6787 -2.4694 3.6528 0.096
H -3.1942 3.2542 -0.8496 0.084
H -2.9087 3.0583 -5.6917 0.087
H -2.4764 -0.7355 3.5647 0.090
H -0.4822 3.0351 -5.7797 0.086
H -0.6357 3.9350 -4.2267 0.069
H -2.0727 -2.4515 -4.2576 0.075
H -0.3364 -5.9156 2.6176 0.089
```

Computed properties:
E (eV): -119830.4178
Orbital gap (eV): 2.34
Spin multiplicity: 1
LUMO level (eV): -6.264

***

[2]
A molecular structure, C16H39AsF9N3O5Sr. Source: OMol25; level of theory: wB97M-V/def2-TZVPD.

The geometry in XYZ format:
```
74
Properties=species:S:1:pos:R:3:lowdin_charge:R:1
Sr 0.1151 -0.3873 -0.2129 1.503
As 2.8752 -1.9798 2.7235 0.682
F -2.4515 -2.7148 3.2874 0.149
F 1.8298 -3.3169 2.3743 -0.236
F 3.9366 -2.9525 3.6162 -0.214
F -1.8971 -0.8717 4.2349 0.152
F 3.8766 -0.5905 2.9452 -0.241
F 3.7547 -2.3258 1.2500 -0.259
F 1.8064 -0.9842 1.7441 -0.307
F -3.9861 -1.3908 3.9977 0.111
F 1.9660 -1.5731 4.0943 -0.210
O -2.8350 0.6998 2.1567 -0.132
O 2.1472 1.0004 -0.1212 -0.374
O 1.9940 -1.2495 -2.0912 -0.263
O -0.2813 1.4151 -2.3570 -0.261
O -1.7559 -1.0973 1.2987 -0.269
N -0.3005 1.8237 1.1477 -0.001
N 0.1586 -2.9483 -0.5990 -0.026
N -1.6992 -0.8804 -2.0636 -0.030
C -2.7910 -0.7562 2.0009 -0.502
C 0.4801 4.1989 1.1061 -0.039
C 0.5988 2.7893 0.5030 -0.425
C -3.0742 1.0060 -1.1711 -0.034
C -3.9268 2.7501 2.5666 -0.074
C 1.7138 -4.8368 -0.9955 -0.047
C 2.0717 -2.6691 -2.1328 -0.192
C -2.7752 -1.4282 3.3910 -0.577
C -2.4380 0.3610 -2.3750 -0.410
C -1.4524 1.2242 -3.1423 -0.183
C 2.0314 2.3156 0.4566 -0.173
C 2.6670 -0.6671 -3.1855 -0.088
C -3.8868 1.2749 2.9034 -0.288
C 0.6521 2.2807 -2.9823 -0.090
C 3.5077 0.5615 -0.0707 -0.083
C 1.5533 -3.3144 -0.8702 -0.433
H -0.4472 -3.3279 -1.3212 0.086
H 2.4758 2.2908 1.4588 0.147
H -1.4915 -1.2976 -2.9672 0.091
H 3.5159 -0.5083 -0.2345 0.072
H 1.3089 4.8304 0.7847 0.080
H -2.2244 -1.5872 -1.5547 0.087
H -3.2284 0.1368 -3.1079 0.143
H -3.6954 1.1560 3.9771 0.117
H -0.1395 -3.3864 0.2709 0.099
H -0.0934 1.6715 2.1318 0.113
H 2.8564 0.3755 -2.9502 0.078
H 2.7578 -5.1488 -1.0795 0.087
H -1.8903 2.1867 -3.4231 0.138
H -3.7779 1.7619 -1.5211 0.094
H -1.1654 0.6787 -4.0528 0.132
H -4.6696 3.2916 3.1526 0.075
H 1.3792 -5.2894 -0.0588 0.086
H 1.5035 2.3763 -2.3122 0.077
H 2.1782 -3.0650 -0.0138 0.100
H 2.0934 -0.8033 -4.1094 0.099
H 3.1245 -2.9661 -2.2096 0.138
H -3.7619 -1.0558 1.5348 0.150
H -0.4680 4.6504 0.8133 0.079
H 0.4427 4.1293 2.1956 0.085
H 0.9787 1.8720 -3.9426 0.096
H 0.2477 2.9156 -0.5240 0.110
H -2.3441 1.4178 -0.4766 0.056
H -1.2531 2.1702 1.1245 0.058
H 4.0991 1.0929 -0.8240 0.099
H -4.8586 0.8048 2.7165 0.122
H 0.2450 3.2859 -3.1407 0.103
H 2.6396 2.9527 -0.1973 0.134
H 3.6329 -1.1632 -3.3442 0.100
H -3.6441 0.2874 -0.5794 0.087
H -2.9459 3.1921 2.7565 0.069
H 1.5429 -3.0759 -3.0080 0.138
H 1.1417 -5.2627 -1.8236 0.080
H -4.1724 2.8964 1.5107 0.069
H 3.9222 0.7474 0.9208 0.088
```

Computed properties:
E (eV): -118071.4068
Orbital gap (eV): 7.92
Spin multiplicity: 1
LUMO level (eV): -0.316

***

[3]
2 unconnected molecules or ions with the total composition C16H39BFNO4PS. Source: OMol25; level of theory: wB97M-V/def2-TZVPD.

The geometry in XYZ format:
```
64
Properties=species:S:1:pos:R:3:nbo_charge:R:1
S -4.7073 -0.4586 0.1358 2.190
P -2.8871 -1.5613 -0.2822 0.879
F -4.3740 0.9201 -0.4868 -0.454
O -2.1967 -3.6045 -2.0447 -0.855
O -1.7927 4.7151 0.4525 -0.538
O -5.7896 -1.0111 -0.5832 -0.885
O -4.9052 -0.3473 1.5249 -0.863
N -4.1742 -2.4735 -2.8705 -1.130
C -3.7759 5.5236 -0.7626 -0.646
C 0.8428 0.2627 0.1027 -0.395
C -2.1294 5.2818 1.7092 -0.067
C 3.0619 -1.0066 0.3154 -0.393
C -2.9700 4.3728 2.5897 -0.643
C 7.5409 -3.2394 -0.5795 -0.606
C -1.5668 -0.2836 -0.4038 -0.677
C 5.0587 -0.8273 -1.2786 -0.398
C 6.8682 -2.0313 0.1170 -0.404
C -0.1471 -0.8650 -0.2628 -0.415
C 4.1476 -0.0931 -0.2733 -0.397
C -2.6586 -2.6030 1.1945 -0.710
C 6.5303 -0.8926 -0.8743 -0.392
C -2.8768 4.3599 -0.3836 -0.060
C -3.6419 -3.7948 1.2497 -0.610
C 1.9584 -0.2126 1.0295 -0.395
B -3.1233 -2.6293 -1.9011 0.859
H -1.7305 0.2462 -1.3416 0.265
H -4.3135 -1.5154 -3.1771 0.413
H 2.3900 0.6682 1.5083 0.219
H 5.0107 -0.3011 -2.2333 0.207
H 8.2936 -3.6843 0.0693 0.213
H 7.0981 -1.1004 -1.7828 0.202
H 3.6369 0.7083 -0.8155 0.191
H -2.8394 -1.9733 2.0695 0.283
H 4.6664 -1.8294 -1.4679 0.195
H 3.5631 -1.6582 1.0313 0.210
H 4.6865 0.3811 0.5477 0.207
H 0.2984 1.0517 0.6260 0.206
H -1.7232 0.4126 0.4237 0.266
H -3.4592 3.5507 0.0760 0.144
H -3.1980 6.3039 -1.2589 0.221
H 6.0023 -2.3799 0.6780 0.192
H -3.2277 -4.6059 0.6523 0.224
H 2.6100 -1.6073 -0.4778 0.185
H -5.0588 -2.8883 -2.5869 0.428
H -2.4535 3.4262 2.7632 0.200
H -4.6075 -3.5085 0.8352 0.216
H -1.6132 -2.8944 1.2621 0.275
H -1.1816 5.4864 2.2067 0.193
H -2.6209 6.2498 1.5693 0.168
H 7.6181 -1.6360 0.8018 0.204
H 1.5722 -0.8288 1.8472 0.196
H -3.7178 -4.1401 2.2747 0.256
H -4.5650 5.1888 -1.4369 0.216
H -4.2522 5.9724 0.1094 0.209
H -3.1571 4.8487 3.5521 0.227
H 6.7943 -4.0150 -0.7574 0.200
H -2.4318 3.9453 -1.2905 0.179
H 0.1223 -1.2830 -1.2322 0.226
H 1.2790 0.7044 -0.7938 0.221
H 6.9123 0.0619 -0.5130 0.205
H 8.0128 -2.9647 -1.5193 0.204
H -3.9365 4.1432 2.1383 0.201
H -0.0745 -1.6309 0.5059 0.209
H -2.6973 -4.4059 -2.2974 0.528
```

Computed properties:
E (eV): -50416.7655
Orbital gap (eV): 7.42
Charge: +1
Spin multiplicity: 1
LUMO level (eV): -4.370

***

[4]
4 unconnected molecules or ions with the total composition C16H39BrFN5O4P. Source: OMol25; level of theory: wB97M-V/def2-TZVPD.

The geometry in XYZ format:
```
67
Properties=species:S:1:pos:R:3:nbo_charge:R:1
Br -2.8656 -0.4996 -3.2380 -0.211
P -3.6909 0.0364 -1.1735 1.063
F -8.7704 1.3324 -1.7751 -0.233
O 1.8073 0.2800 -5.8946 -0.548
O 0.8123 2.4393 1.8315 -0.550
O -3.2077 1.6195 -0.8308 -0.928
O 5.0381 -3.7077 4.1883 -0.548
N -7.6011 -0.7888 -1.9267 -0.512
N -1.8089 1.5601 2.5986 -0.829
N 2.5263 -2.3934 3.7445 -0.835
N -6.4406 1.0775 -1.3914 -0.517
N -0.7110 1.5914 -6.3122 -0.824
C -5.7435 -2.7380 -1.9279 -0.672
C 3.2486 -2.1819 5.0049 -0.081
C -5.5679 -0.0471 -1.4557 -0.221
C -0.8116 0.5800 2.1483 -0.077
C 2.9487 1.0971 -6.1000 -0.251
C 1.0092 0.6483 -4.7810 -0.073
C 1.8191 2.2464 2.8129 -0.252
C -6.2658 -1.2867 -1.7793 0.198
C 0.0214 1.7985 -5.0573 -0.080
C 0.2818 1.2408 1.2875 -0.074
C 0.6822 3.1731 -5.0899 -0.615
C 3.9125 -0.8085 4.9705 -0.616
C 4.2310 -3.3326 5.2950 -0.076
C 6.1822 -2.8941 3.9889 -0.250
C -0.2622 -0.1643 3.3604 -0.630
C -7.6668 0.5567 -1.6968 0.802
H -0.1718 1.5300 0.3327 0.173
H 4.8521 -3.1199 6.1738 0.169
H -5.7841 -3.2195 -0.9089 0.267
H 1.0860 0.5343 1.0470 0.171
H 3.3812 1.4433 -5.1573 0.171
H -1.3026 2.3288 3.0354 0.361
H 3.6974 0.5020 -6.6253 0.195
H 2.6971 1.9468 -6.7378 0.167
H -4.6758 -2.8059 -2.2690 0.285
H 1.3703 2.1584 3.8044 0.167
H 3.2226 -2.5765 3.0231 0.358
H 3.6421 -4.2220 5.5408 0.185
H -0.0745 3.9579 -5.0186 0.218
H -3.9661 2.2333 -0.8755 0.481
H 4.5930 -0.6800 5.8156 0.210
H -2.2360 1.9890 1.7799 0.339
H 0.5964 -0.7818 3.0867 0.239
H 1.6370 0.8584 -3.9059 0.167
H 2.4570 3.1320 2.8180 0.193
H -6.1502 2.0357 -1.1962 0.468
H -1.0262 -0.8260 3.7763 0.213
H 6.6078 -2.5448 4.9336 0.172
H 2.0107 -3.2688 3.8071 0.354
H -0.0209 1.4139 -7.0404 0.361
H 5.9376 -2.0463 3.3454 0.163
H 1.2353 3.3498 -6.0132 0.208
H 6.9342 -3.4929 3.4722 0.194
H 2.4409 1.3731 2.5975 0.175
H 3.1563 -0.0216 5.0316 0.214
H 0.4237 -0.2443 -4.5343 0.175
H 2.5174 -2.1660 5.8195 0.191
H -8.3869 -1.4020 -2.1782 0.473
H -1.2242 0.7145 -6.2502 0.343
H -6.4474 -3.3361 -2.5771 0.257
H 0.0436 0.5088 4.1629 0.203
H 4.4739 -0.6378 4.0504 0.202
H -1.3196 -0.1596 1.5186 0.176
H 1.3695 3.2985 -4.2495 0.206
H -0.7036 1.8086 -4.2359 0.178
```

Computed properties:
E (eV): -114905.1170
Orbital gap (eV): 6.78
Charge: +1
Spin multiplicity: 1
LUMO level (eV): -3.886